11 unconnected molecules or ions with the total composition C53H72FN11O3 in a non-equilibrium geometry. Source: the OMol25 dataset; level of theory: ωB97M-V/def2-TZVPD.

```
140
Properties=species:S:1:pos:R:3:forces:R:3
C 3.025 0.264 2.646 -0.8 0.7 -0.8
C 3.199 0.749 1.055 0.0 -1.3 1.4
C 2.096 -0.095 0.186 0.0 0.3 1.3
F 2.792 -1.294 -0.354 -1.5 2.5 0.6
C 1.264 0.776 -0.925 0.7 0.4 -1.6
C 0.993 -0.034 -2.362 -0.9 0.3 -0.3
C -0.416 -0.873 -2.382 -0.1 -0.6 -0.9
C -0.446 -2.188 -1.388 -0.8 -0.4 -0.1
C -1.947 -2.418 -0.688 1.6 -0.1 -0.4
N -2.275 -1.128 0.032 -3.0 -0.1 -0.6
C -3.762 -0.916 0.213 -1.1 -1.3 5.1
C -4.714 -0.275 -0.980 0.1 -0.3 -0.6
O -4.284 -1.232 1.421 2.6 2.3 -6.7
C 1.854 2.201 -1.479 -0.7 2.3 -0.3
C 0.473 3.114 -1.720 -0.9 -0.1 0.8
C -0.701 2.236 -0.986 -4.0 -1.1 0.1
O -2.035 2.299 -1.018 9.0 -0.4 0.8
O 0.013 1.177 -0.200 -0.8 1.5 -2.9
H 3.926 0.692 3.261 -1.9 -1.1 -1.0
H 2.895 -0.897 2.701 0.6 2.2 0.0
H 1.998 0.740 3.027 2.3 -1.0 -0.6
H 3.047 1.909 1.068 0.4 -2.3 -0.5
H 4.281 0.402 0.738 -2.3 1.0 0.3
H 1.301 -0.511 0.973 1.6 0.8 -2.0
H 0.895 0.796 -3.214 0.1 -1.7 1.9
H 1.934 -0.685 -2.688 -2.1 1.3 1.1
H -1.364 -0.160 -2.249 2.3 -1.5 0.1
H -0.526 -1.306 -3.488 0.3 1.0 2.3
H -0.204 -3.130 -2.067 -0.4 1.8 1.6
H 0.319 -2.149 -0.503 -1.3 0.1 -1.8
H -1.869 -3.263 0.132 -0.3 1.3 -2.0
H -2.709 -2.701 -1.545 1.3 0.8 2.0
H -1.733 -1.003 0.915 -1.1 -0.5 -0.8
H -5.811 -0.718 -0.941 2.5 0.8 0.2
H -4.814 0.901 -0.904 0.5 -2.5 0.2
H -4.283 -0.483 -2.070 -0.7 0.3 2.5
H 2.458 2.912 -0.774 -0.9 -2.0 -1.0
H 2.410 2.197 -2.510 -0.9 -0.5 2.2
H 0.514 4.134 -1.115 0.0 -2.1 -1.2
H 0.194 3.401 -2.826 0.5 -0.9 2.2
C 2.266 7.182 -0.331 -0.3 -0.2 0.1
C 2.961 8.150 -1.094 0.0 0.3 -0.3
C 2.037 8.785 -1.893 0.1 0.1 0.0
N 0.809 8.230 -1.642 0.0 0.1 0.1
C 0.938 7.256 -0.687 0.0 -0.2 0.0
H 2.688 6.506 0.401 -0.1 0.1 -0.1
H 4.022 8.362 -1.064 -0.2 0.0 0.0
H 2.148 9.580 -2.618 0.0 -0.2 0.1
H -0.057 8.499 -2.091 0.4 0.0 0.2
H 0.076 6.699 -0.344 0.1 0.1 0.0
C -2.062 -4.048 2.925 -0.1 -0.3 -0.3
C -1.156 -3.554 3.893 0.4 0.0 0.2
C -0.350 -4.603 4.275 0.0 0.2 0.1
N -0.741 -5.714 3.575 0.1 -0.1 0.0
C -1.781 -5.384 2.745 -0.1 0.0 -0.1
H -2.835 -3.490 2.413 0.0 0.0 0.1
H -1.097 -2.541 4.271 0.0 -0.2 0.0
H 0.465 -4.654 4.984 -0.2 0.1 -0.1
H -0.327 -6.634 3.657 -0.3 0.3 0.0
H -2.231 -6.127 2.100 0.0 0.1 0.1
C 1.452 7.927 -6.801 -0.3 0.2 -0.2
C 1.987 7.263 -5.671 -0.1 -0.2 0.4
C 1.008 7.247 -4.703 0.2 -0.2 0.0
N -0.097 7.882 -5.207 0.0 0.0 0.1
C 0.162 8.295 -6.488 0.0 0.1 -0.2
H 1.953 8.115 -7.742 -0.1 0.0 0.1
H 2.979 6.842 -5.574 -0.2 0.1 0.0
H 1.003 6.840 -3.700 0.1 0.1 -0.2
H -0.969 8.023 -4.712 0.3 0.0 -0.3
H -0.590 8.816 -7.065 0.1 -0.1 0.1
C 5.157 -5.805 3.444 -0.2 0.1 -0.4
C 5.133 -6.131 4.821 -0.3 -0.1 0.3
C 3.821 -6.373 5.163 0.0 0.0 0.1
N 3.052 -6.200 4.042 0.1 -0.1 0.0
C 3.859 -5.858 2.987 0.1 0.1 -0.1
H 6.027 -5.558 2.850 -0.2 0.0 0.1
H 5.981 -6.184 5.491 -0.2 0.0 -0.1
H 3.370 -6.652 6.106 0.1 0.0 -0.1
H 2.047 -6.308 3.999 0.5 0.1 0.0
H 3.441 -5.682 2.005 0.1 0.0 0.2
C -0.744 10.323 -11.032 0.0 0.3 -0.3
C -0.424 9.716 -9.794 0.2 0.0 0.3
C 0.449 10.555 -9.139 0.1 0.0 0.1
N 0.672 11.644 -9.941 -0.1 0.0 0.0
C -0.056 11.514 -11.095 0.0 0.0 -0.1
H -1.406 9.933 -11.795 0.1 0.1 0.1
H -0.792 8.770 -9.419 0.1 0.1 -0.1
H 0.932 10.470 -8.175 -0.1 0.0 -0.2
H 1.278 12.423 -9.716 -0.3 -0.3 -0.1
H -0.021 12.277 -11.861 0.0 -0.2 0.1
C -1.044 -6.177 -5.765 0.0 0.3 -0.2
C -0.724 -6.784 -4.527 0.2 0.0 0.4
C 0.149 -5.945 -3.873 0.0 -0.1 0.1
N 0.372 -4.856 -4.675 0.0 0.0 0.0
C -0.356 -4.986 -5.828 0.0 0.0 -0.1
H -1.706 -6.567 -6.528 0.1 0.1 0.1
H -1.092 -7.730 -4.153 0.1 0.2 -0.1
H 0.632 -6.030 -2.908 -0.1 0.0 -0.2
H 0.978 -4.077 -4.450 -0.2 -0.3 -0.1
H -0.321 -4.223 -6.594 0.0 -0.2 0.1
C -4.644 3.363 -5.135 0.0 0.4 -0.3
C -4.324 2.756 -3.897 0.2 0.1 0.3
C -3.451 3.595 -3.243 0.0 0.0 0.2
N -3.228 4.684 -4.045 -0.1 0.0 0.0
C -3.956 4.554 -5.198 -0.1 0.0 -0.2
H -5.306 2.973 -5.898 0.1 0.1 0.1
H -4.692 1.810 -3.523 0.1 0.2 0.0
H -2.968 3.510 -2.278 -0.2 0.0 -0.3
H -2.622 5.463 -3.820 -0.3 -0.4 -0.1
H -3.921 5.317 -5.964 0.0 -0.2 0.1
C -2.939 -0.548 6.452 0.3 0.1 -0.3
C -4.234 -0.933 6.877 -0.3 -0.1 0.0
C -5.052 -0.912 5.770 0.0 0.1 -0.2
N -4.298 -0.524 4.693 0.0 0.0 0.2
C -3.007 -0.305 5.099 -0.1 0.0 0.0
H -2.053 -0.459 7.067 -0.1 0.0 -0.1
H -4.536 -1.197 7.882 0.0 0.1 -0.1
H -6.104 -1.139 5.657 0.2 0.0 0.0
H -4.641 -0.417 3.747 0.2 -0.2 0.1
H -2.250 0.005 4.391 -0.1 0.0 0.1
C 9.489 -8.742 8.399 -0.1 0.3 0.3
C 9.172 -9.213 7.103 -0.2 0.1 -0.3
C 8.214 -8.370 6.583 0.0 -0.1 -0.1
N 7.940 -7.410 7.523 0.0 0.0 0.0
C 8.717 -7.626 8.631 0.0 0.0 0.1
H 10.205 -9.170 9.089 -0.1 0.1 -0.1
H 9.596 -10.073 6.602 -0.1 0.2 0.1
H 7.705 -8.372 5.629 0.1 0.0 0.2
H 7.270 -6.660 7.414 0.3 -0.3 0.1
H 8.652 -6.969 9.488 0.0 -0.1 -0.1
C -6.194 -6.290 7.282 0.2 0.0 -0.3
C -6.690 -5.698 8.468 -0.1 0.3 0.3
C -6.237 -4.398 8.499 0.0 0.0 0.0
N -5.481 -4.187 7.375 -0.1 -0.2 0.0
C -5.454 -5.333 6.625 0.0 0.0 0.0
H -6.359 -7.305 6.944 0.0 0.2 0.0
H -7.311 -6.170 9.219 0.1 0.1 -0.1
H -6.386 -3.608 9.223 0.0 -0.2 -0.1
H -5.017 -3.320 7.137 -0.1 -0.2 0.0
H -4.910 -5.371 5.690 -0.1 0.0 0.2
```
Positions in Å, forces in eV/Å.

spin multiplicity = 1
structure (SMILES) = CC[C@H](F)[C@]1(CCCCNC(C)=O)CCC(=O)O1.c1cc[nH]c1.c1cc[nH]c1.c1cc[nH]c1.c1cc[nH]c1.c1cc[nH]c1.c1cc[nH]c1.c1cc[nH]c1.c1cc[nH]c1.c1cc[nH]c1.c1cc[nH]c1
total charge = 0
HOMO level = -7.863 eV